This record from the Open Molecules 2025 dataset describes 2 unconnected molecules or ions with the total composition C4H8NO3. The level of theory is ωB97M-V with the def2-TZVPD basis set.

Last column: Löwdin charge in e.
Positions of all 16 atoms, in Å:
C -0.017 1.133 -2.488  -0.0197
C 1.207 1.330 -1.655  -0.6190
O 2.111 2.065 -2.094  -0.0509
N 1.416 0.653 -0.533  0.1634
H 2.361 0.610 -0.176  0.1074
H 0.764 -0.015 -0.104  0.0473
H -0.845 1.537 -1.897  0.0841
H -0.251 0.088 -2.694  0.0790
H 0.118 1.613 -3.451  0.0685
C -2.089 -0.522 2.304  -0.0563
C -1.006 -1.376 1.606  -0.7486
O -0.680 -2.465 2.094  -0.0657
O -0.640 -0.878 0.488  -0.1397
H -2.913 -1.077 2.750  0.0476
H -2.599 0.110 1.571  0.0514
H -1.691 0.104 3.098  0.0513

- ΔE to the lowest compared entry with this formula, charge and spin (kcal/mol) = 9.0
- maximum force (Eh/bohr) = 0.0520
- total charge = -1
- electronic energy (a.u.) = -437.79115
- orbital gap (eV) = 8.51

This record from the Open Molecules 2025 dataset describes a molecular structure, AsF6H28O14. The level of theory is ωB97M-V with the def2-TZVPD basis set.

Last column: Löwdin charge in e.
Positions of all 49 atoms, in Å:
As 0.332 -0.078 0.298  0.9886
F -0.868 0.956 1.174  -0.2589
F 0.733 1.424 -0.678  -0.2786
F 1.605 -1.009 -0.645  -0.2657
F 0.030 -1.461 1.362  -0.2198
F -0.801 -0.498 -0.920  -0.2058
F 1.606 0.360 1.463  -0.2588
O -3.288 -1.373 1.081  -0.0376
H -2.602 -0.820 0.708  -0.0112
H -4.050 -0.797 1.148  0.0427
O 2.098 1.734 -3.722  -0.0496
H 1.973 2.642 -3.998  0.0295
H 2.507 1.800 -2.859  0.0203
O 2.720 2.070 3.374  -0.0537
H 2.390 1.465 2.709  -0.0206
H 1.940 2.518 3.699  0.0247
O 3.165 -3.143 -0.952  -0.0647
H 2.234 -2.980 -1.102  -0.0068
H 3.532 -2.281 -0.756  0.0152
O -3.104 1.049 -2.272  -0.0690
H -2.391 1.482 -1.803  -0.0301
H -2.690 0.678 -3.051  -0.0085
O -1.756 -0.957 -4.235  -0.0396
H -0.959 -0.761 -4.727  0.0325
H -1.484 -1.605 -3.586  -0.0132
O -2.098 2.666 2.669  -0.0468
H -1.668 3.455 2.998  0.0451
H -1.439 2.246 2.117  -0.0196
O -0.983 -3.973 2.475  -0.0560
H -0.158 -3.512 2.320  0.0089
H -1.660 -3.347 2.219  0.0034
O -1.719 2.892 -0.603  -0.0416
H -0.859 3.279 -0.770  0.0285
H -2.107 3.451 0.070  0.0414
O -1.495 0.107 3.878  -0.0579
H -1.572 -0.542 3.178  -0.0051
H -2.051 0.833 3.593  -0.0125
O 2.713 -1.631 3.267  -0.0513
H 2.328 -1.197 2.506  -0.0219
H 3.552 -1.187 3.397  0.0282
O -1.034 -2.831 -2.150  -0.0431
H -1.014 -2.023 -1.637  -0.0162
H -1.284 -3.508 -1.522  0.0540
O 1.760 3.561 0.037  -0.0620
H 1.654 2.681 -0.325  -0.0345
H 1.070 3.634 0.696  0.0150
O 1.840 -2.191 -3.307  -0.0485
H 2.105 -1.403 -2.832  0.0090
H 1.245 -1.873 -3.986  0.0225

- ΔE to the lowest compared entry with this formula, charge and spin (kcal/mol) = 33.5
- maximum force (Eh/bohr) = 0.0505
- total charge = -1
- electronic energy (a.u.) = -3905.35573
- orbital gap (eV) = 10.03

This record from the Open Molecules 2025 dataset describes C11H12N2O2 in the gas phase. The level of theory is ωB97M-V with the def2-TZVPD basis set.

Last column: Löwdin charge in e.
Positions of all 27 atoms, in Å:
N 2.393 0.966 1.218  0.0532
C 2.151 -0.180 0.315  -0.2320
C 1.377 0.224 -0.996  -0.0748
C -0.034 0.684 -0.684  -0.1809
C -0.500 1.939 -0.618  -0.0930
N -1.803 1.926 -0.260  0.0761
C -2.206 0.582 -0.189  -0.1975
C -3.492 0.072 0.152  -0.0334
C -3.639 -1.266 0.285  -0.1014
C -2.483 -2.095 0.184  -0.0922
C -1.212 -1.660 -0.149  -0.0012
C -1.127 -0.245 -0.374  -0.1160
C 3.568 -0.726 -0.193  -0.5406
O 3.682 -1.788 -0.727  0.1117
O 4.517 0.090 0.153  0.1188
H 1.712 1.678 1.224  0.0646
H 2.662 0.753 2.154  0.0874
H 1.622 -1.041 0.758  0.1428
H 1.294 -0.738 -1.457  0.1064
H 1.935 0.917 -1.609  0.1247
H -0.003 2.852 -0.879  0.1259
H -2.414 2.700 -0.029  0.1571
H -4.354 0.649 0.443  0.1035
H -4.676 -1.586 0.319  0.1043
H -2.641 -3.106 0.517  0.0910
H -0.427 -2.376 -0.289  0.1043
H 4.096 0.776 0.732  0.0909

- ΔE to the lowest compared entry with this formula, charge and spin (kcal/mol) = 23.4
- maximum force (Eh/bohr) = 0.0591
- total charge = 0
- electronic energy (a.u.) = -686.36657
- orbital gap (eV) = 8.87
- SMILES = N[C@@H](Cc1c[nH]c2ccccc12)C(=O)O

This record from the Open Molecules 2025 dataset describes 2 unconnected molecules or ions with the total composition C6H6N2O2. The level of theory is ωB97M-V with the def2-TZVPD basis set.

Last column: Löwdin charge in e.
Positions of all 16 atoms, in Å:
O -1.220 -1.329 -0.169  -0.0285
C -0.154 -0.670 -0.033  -0.3908
C -0.114 0.793 -0.110  -0.0071
C 1.017 1.464 -0.104  -0.0954
N 2.247 0.795 -0.228  0.0997
C 2.328 -0.601 0.021  -0.4779
O 3.323 -1.356 0.149  0.0365
N 1.102 -1.158 0.138  0.1798
H -1.068 1.398 0.098  0.1216
H 1.094 2.541 -0.228  0.1271
H 3.179 1.345 -0.008  0.2085
H 1.193 -2.220 0.106  0.2089
C -3.248 -0.655 -0.357  -0.0497
C -3.221 0.172 0.482  -0.0407
H -3.339 -1.566 -0.927  0.0528
H -3.118 1.046 1.170  0.0553

- ΔE to the lowest compared entry with this formula, charge and spin (kcal/mol) = 76.7
- maximum force (Eh/bohr) = 0.1116
- total charge = 0
- electronic energy (a.u.) = -492.12124
- orbital gap (eV) = 9.17
- SMILES = O=c1cc[nH]c(=O)[nH]1.C#C

This record from the Open Molecules 2025 dataset describes a gas-phase ion, C12H14N (charge +1). The level of theory is ωB97M-V with the def2-TZVPD basis set.

Last column: Löwdin charge in e.
Positions of all 27 atoms, in Å:
C 1.230 2.047 -1.328  0.0128
C 0.767 0.722 -0.785  -0.3632
C 1.518 -0.535 -1.205  0.0401
C 0.703 -1.568 -1.044  0.0401
C -0.622 -1.039 -0.511  -0.3632
C -1.859 -1.869 -0.716  0.0128
N -0.622 0.298 -1.235  0.1905
C -0.314 -0.512 0.885  -0.1218
C -0.704 -0.926 2.134  0.0097
C -0.211 -0.216 3.229  -0.0450
C 0.639 0.861 3.061  -0.0450
C 1.035 1.278 1.790  0.0097
C 0.546 0.579 0.715  -0.1218
H 1.259 2.037 -2.415  0.0967
H 2.235 2.247 -0.967  0.1040
H 0.583 2.855 -0.993  0.0999
H 2.543 -0.526 -1.519  0.1318
H 0.898 -2.611 -1.193  0.1318
H -2.005 -2.101 -1.769  0.0967
H -2.742 -1.360 -0.335  0.0999
H -1.751 -2.807 -0.178  0.1040
H -0.694 0.196 -2.252  0.2002
H -1.357 0.930 -0.900  0.2048
H -1.364 -1.767 2.273  0.1217
H -0.498 -0.520 4.223  0.1155
H 1.008 1.389 3.925  0.1155
H 1.700 2.117 1.667  0.1217

- ΔE to the lowest compared entry with this formula, charge and spin (kcal/mol) = 0.0
- maximum force (Eh/bohr) = 0.0129
- total charge = +1
- electronic energy (a.u.) = -520.16997
- orbital gap (eV) = 9.64
- SMILES = C[C@]12C=C[C@](C)([NH2+]1)c1ccccc12